1.
DFT (ωB97M-V/def2-TZVPD) results for an isolated molecule of C10H10Si in a non-equilibrium geometry.

Values from the calculation:
charge	0
total energy	-18403.394	eV
highest occupied orbital energy (alpha / beta)	-8.316 / -6.579	eV
energy above the lowest of the compared OMol25 structures with the same formula, charge and spin	277.5	kJ/mol

Element x y z (Å)
C  -0.30768  0.35936  -3.87316
C  -0.08172  -0.92889  -3.36215
C  -0.05446  1.39437  -3.02699
C  0.18289  -1.11978  -2.05466
C  0.31254  1.21371  -1.69101
C  0.44130  -0.04597  -1.16040
C  0.16976  0.38211  4.01004
C  -0.18983  -0.82758  3.31870
C  0.71862  1.46272  3.50581
C  -0.26699  -1.04758  1.93784
Si  0.75227  -0.22968  0.63492
H  -0.40358  0.55020  -4.92313
H  -0.10964  -1.66361  -4.15015
H  -0.18712  2.40460  -3.37329
H  0.50708  -2.17650  -1.83323
H  0.55223  2.02143  -0.93590
H  0.01509  0.36498  5.21009
H  -0.43880  -1.75684  3.85825
H  1.26298  2.25475  4.14890
H  -0.86439  -1.90737  1.72059
H  1.94439  0.17984  1.20073



2.
DFT (ωB97M-V/def2-TZVPD) results for a 3-piece molecular cluster, C19H16F5N3O4 overall.

Values from the calculation:
charge	0
total energy	-46209.630	eV
highest occupied orbital energy	-7.957	eV
SMILES	O=C1C=C(N(C(=O)F)C(=O)F)C(=O)C=C1CCC(F)(F)F.c1cc[nH]c1.c1cc[nH]c1

Element x y z (Å)
O  0.75167  -1.73349  1.93839
C  0.24008  -1.39158  0.89991
C  -1.18192  -1.72770  0.57950
C  -1.88207  -0.83677  -0.11267
N  -3.27845  -0.97762  -0.44802
C  -4.21122  -1.10013  0.58331
O  -5.19049  -1.74514  0.58914
F  -3.84441  -0.29101  1.59160
C  -3.45241  -1.83085  -1.58897
O  -3.42299  -1.47267  -2.70187
F  -3.62422  -3.11139  -1.22333
C  -1.22719  0.43698  -0.57468
O  -1.88854  1.42773  -0.76461
C  0.24412  0.37853  -0.75316
C  0.97046  -0.52500  -0.08868
C  2.46922  -0.64671  -0.19778
C  3.06366  -2.04275  0.00968
C  2.44236  -3.13094  -0.84677
F  3.34412  -4.00397  -1.27101
F  1.83429  -2.62859  -1.94026
F  1.49623  -3.82934  -0.19906
H  -1.59925  -2.65299  0.97061
H  0.68552  1.10115  -1.43553
H  2.75167  -0.30373  -1.19917
H  2.94662  0.05011  0.50235
H  4.12099  -2.00750  -0.27292
H  3.02042  -2.34669  1.05817
N  5.31249  0.44641  3.05963
C  5.88475  0.51703  1.81713
C  6.83278  1.50376  1.84647
C  6.83190  2.05109  3.15803
C  5.88402  1.37838  3.88133
H  4.58704  -0.19169  3.33100
H  5.57435  -0.14257  1.02452
H  7.45843  1.80053  1.02156
H  7.45706  2.84659  3.52681
H  5.57178  1.48193  4.90610
N  -4.65506  2.35303  -1.64317
C  -5.65597  3.04183  -1.01811
C  -6.75257  3.03449  -1.84052
C  -6.39571  2.31083  -3.01060
C  -5.09551  1.90486  -2.85609
H  -3.73446  2.19304  -1.26938
H  -5.50676  3.47608  -0.04424
H  -7.70308  3.49454  -1.62771
H  -7.02113  2.11020  -3.86441
H  -4.45265  1.33170  -3.50250



3.
DFT (ωB97M-V/def2-TZVPD) results for a 10-piece molecular cluster, C26H26Cl36IN5P overall in a non-equilibrium geometry.

Values from the calculation:
charge	+1
total energy	-503010.147	eV
highest occupied orbital energy	-10.910	eV

Element x y z (Å)
C  3.29872  3.81094  -2.37208
C  2.11614  3.06311  -2.70927
N  1.49286  2.31567  -1.55026
C  0.80752  3.09285  -0.69810
N  0.63919  4.54466  -0.83358
C  -0.11852  5.02062  0.31109
C  -0.53485  6.51337  0.67492
C  -1.77615  7.10682  -0.16398
C  -1.41120  8.66413  -0.49614
I  -2.34319  5.95725  -1.91939
N  -0.36369  3.78551  1.02831
N  -1.09471  3.96254  2.20185
N  0.14979  2.62602  0.48460
C  -0.05229  1.36902  1.22425
C  -1.62604  0.94674  1.17729
C  -2.49923  1.11838  2.48048
C  -4.00597  0.70558  2.55082
C  -4.71315  0.08535  1.30988
C  -3.86650  -0.07603  0.02177
C  -2.34546  0.34322  -0.05105
C  -1.59141  0.08524  -1.42969
P  1.76388  0.57564  -1.54499
C  3.67604  0.39579  -1.61388
C  1.22072  -0.04433  -3.27550
H  3.46519  4.88816  -2.70752
H  4.13103  3.32583  -1.73616
H  1.70165  2.99096  -3.77692
H  -0.74800  6.58258  1.81090
H  0.41452  7.15704  0.51900
H  -2.70476  7.17364  0.52359
H  -0.95250  8.75152  -1.54413
H  -0.60769  9.06899  0.23006
H  -2.32068  9.35759  -0.36595
H  -0.57306  4.66342  2.76782
H  -2.02397  4.37497  1.93776
H  0.11719  1.61424  2.34667
H  0.64974  0.50640  1.00279
H  -2.04572  1.54772  3.43333
H  -4.63322  0.80946  3.50564
H  -5.80941  -0.23391  1.29575
H  -4.36975  -0.54906  -0.89907
H  -0.72531  -0.65259  -1.21263
H  -1.22613  1.02331  -1.96582
H  -2.30295  -0.50321  -2.12379
H  4.17467  1.06902  -0.82810
H  3.97484  0.83624  -2.64462
H  4.01681  -0.69031  -1.57617
H  0.28252  0.56055  -3.58421
H  2.06215  0.08168  -4.04127
H  0.89293  -1.14874  -3.22633
C  5.93867  -3.53305  -0.62408
Cl  6.23723  -5.22994  -0.19742
Cl  4.19301  -3.27764  -0.84873
Cl  6.52690  -2.48037  0.68075
Cl  6.79255  -3.14094  -2.13193
C  -4.42384  -2.43954  -4.22849
Cl  -6.06215  -2.29093  -4.89700
Cl  -4.35178  -1.62399  -2.64838
Cl  -4.01896  -4.15672  -4.02620
Cl  -3.25964  -1.68221  -5.33715
C  -4.72092  4.74631  4.35714
Cl  -5.86167  3.40778  4.12827
Cl  -4.11377  4.72587  6.02524
Cl  -3.35711  4.56335  3.22610
Cl  -5.53640  6.29775  4.04080
C  5.57542  -9.21268  0.72506
Cl  7.12025  -8.78052  1.49539
Cl  4.24094  -8.42754  1.59690
Cl  5.58458  -8.66180  -0.96403
Cl  5.35180  -10.97506  0.77132
C  0.25496  -3.14814  1.83266
Cl  -0.88045  -4.49839  1.62722
Cl  0.91919  -3.17769  3.48020
Cl  1.57992  -3.30593  0.65753
Cl  -0.60002  -1.61046  1.56579
C  10.08224  -11.64599  0.52234
Cl  10.98227  -11.23246  1.99780
Cl  8.34407  -11.39672  0.79961
Cl  10.62324  -10.60561  -0.81286
Cl  10.37752  -13.34703  0.10497
C  7.83751  -16.15528  -1.06944
Cl  8.56984  -17.05667  0.27513
Cl  8.98686  -16.07164  -2.42189
Cl  6.35689  -16.98181  -1.60037
Cl  7.43806  -14.51039  -0.53051
C  -9.67294  4.94380  2.17378
Cl  -8.14749  5.32550  3.00140
Cl  -11.01143  5.77831  2.99055
Cl  -9.59351  5.47433  0.47602
Cl  -9.94738  3.18822  2.22900
C  -7.20433  8.72613  -0.07726
Cl  -8.88698  8.25668  -0.40192
Cl  -6.19662  8.33023  -1.48689
Cl  -7.12594  10.47347  0.23423
Cl  -6.60314  7.84585  1.34135



4.
DFT (ωB97M-V/def2-TZVPD) results for an isolated molecule of C5H12O.

Values from the calculation:
charge	0
total energy	-7426.480	eV
highest occupied orbital energy	-9.594	eV
SMILES	CCCCOC
energy above the lowest of the compared OMol25 structures with the same formula, charge and spin	80.2	kJ/mol

Element x y z (Å)
C  -2.36218  -0.62041  0.29763
C  -1.07599  -0.21206  -0.41109
C  -0.43072  1.04947  0.17077
C  1.06347  1.16327  -0.11291
O  1.79761  0.25941  0.69424
C  2.26741  -0.89171  0.04531
H  -2.15328  -0.83167  1.35219
H  -2.78674  -1.52632  -0.14829
H  -3.12064  0.16864  0.25234
H  -1.26433  -0.06167  -1.48223
H  -0.37332  -1.04658  -0.33565
H  -0.94970  1.94260  -0.20357
H  -0.53393  1.05694  1.26320
H  1.28416  1.00609  -1.18174
H  1.42106  2.16529  0.14960
H  2.87596  -1.44092  0.76699
H  2.88432  -0.63274  -0.82369
H  1.45684  -1.54761  -0.29314